#w
The molecule C2H3NO2S. Source: the OMol25 dataset; level of theory: ωB97M-V/def2-TZVPD.

XYZ file:
```
9
Properties=species:S:1:pos:R:3
O -1.786 1.245 0.071
C -1.253 0.194 0.054
O -1.888 -0.965 -0.182
C 0.183 -0.074 0.348
N 1.122 0.342 -0.416
S 2.692 -0.016 0.065
H -2.812 -0.765 -0.396
H 0.364 -0.597 1.315
H 3.378 0.636 -0.859
```

Output
Molar mass = 105.12 g/mol
SMILES string = O=C(O)/C=N/S

#x
A cluster of 2 separate species, C2H3NO2S in total. Source: the OMol25 dataset; level of theory: ωB97M-V/def2-TZVPD.

XYZ file:
```
9
Properties=species:S:1:pos:R:3
C 1.259 -1.157 -1.378
C 0.817 -0.786 -0.311
N -1.745 1.439 0.072
O 1.539 0.940 1.351
O -0.150 -0.803 2.132
S 0.381 0.113 1.166
H 1.327 -1.655 -2.280
H -1.146 1.488 -0.753
H -2.281 0.421 0.000
```

Output
Molar mass = 105.12 g/mol

#y
A cluster of 2 separate species, C2H3NO2S in total. Source: the OMol25 dataset; level of theory: ωB97M-V/def2-TZVPD.

XYZ file:
```
9
Properties=species:S:1:pos:R:3
C 1.275 0.952 0.298
C -0.173 0.788 0.003
N -0.142 -1.278 -0.551
O 2.073 1.278 -0.517
O -1.442 -1.483 -0.086
S -1.535 1.447 0.169
H 1.477 0.728 1.381
H -0.277 -1.151 -1.581
H -1.256 -1.280 0.886
```

Output
Molar mass = 105.12 g/mol

#z
The molecule C2H3NO2S. Source: the OMol25 dataset; level of theory: ωB97M-V/def2-TZVPD.

XYZ file:
```
9
Properties=species:S:1:pos:R:3
C -1.113 0.310 0.010
C 0.339 0.336 -0.032
S 1.342 1.982 0.096
N 1.112 -0.840 -0.032
O 0.502 -1.872 0.203
O 2.302 -0.763 -0.256
H -1.515 0.025 -0.970
H -1.455 -0.462 0.701
H -1.512 1.283 0.281
```

Output
Molar mass = 105.12 g/mol
SMILES string = CC(=S)[N+](=O)[O-]

In order of decreasing stability: #w, #z, #y, #x.

#w
A structure of composition C2H3NO2S. Source: the OMol25 dataset; level of theory: ωB97M-V/def2-TZVPD.

XYZ file:
```
9
Properties=species:S:1:pos:R:3
C 0.681 -1.001 -1.114
C 0.356 0.118 -0.373
N -2.187 -0.442 -1.003
O 1.087 -2.079 -1.417
O -3.340 -0.497 -0.609
S -1.640 -0.681 -2.550
H 0.231 1.047 -0.910
H -1.137 -0.183 -0.283
H 0.797 0.203 0.528
```

Output
Molar mass = 105.12 g/mol

#x
The molecule C2H3NO2S. Source: the OMol25 dataset; level of theory: ωB97M-V/def2-TZVPD.

XYZ file:
```
9
Properties=species:S:1:pos:R:3
O 3.616 0.210 0.639
N 2.939 0.522 -0.275
C 1.334 0.320 0.062
C -0.067 1.189 0.053
O -0.164 2.370 0.130
S -1.426 0.080 -0.035
H 1.336 -0.078 1.084
H 1.131 -0.502 -0.633
H -2.349 1.051 0.002
```

Output
Molar mass = 105.12 g/mol
SMILES string = O=NCC(=O)S

#y
A cluster of 2 separate species, C2H3NO2S in total. Source: the OMol25 dataset; level of theory: ωB97M-V/def2-TZVPD.

XYZ file:
```
9
Properties=species:S:1:pos:R:3
C 0.265 0.158 -0.011
C -0.422 -0.894 0.431
N -3.650 0.342 -0.009
O -4.073 0.402 1.098
O -3.860 0.993 -0.972
S -1.548 -1.893 -0.505
H 1.148 0.453 0.563
H -0.045 0.871 -0.834
H 0.005 -1.357 1.287
```

Output
Molar mass = 105.12 g/mol

#z
The molecule C2H3NO2S. Source: the OMol25 dataset; level of theory: ωB97M-V/def2-TZVPD.

XYZ file:
```
9
Properties=species:S:1:pos:R:3
C -0.175 -0.739 1.403
C -0.071 0.232 -0.173
S -1.345 1.171 -0.899
N 1.022 -0.061 -1.078
O 2.028 -0.627 -0.720
O 0.748 0.253 -2.223
H -1.154 -0.576 1.762
H 0.764 -1.128 1.657
H -1.817 1.475 0.271
```

Output
Molar mass = 105.12 g/mol
SMILES string = C=C(S)[N+](=O)[O-]

In order of decreasing stability: #x, #w, #y, #z.

#w
The ion C17H26NO2S with charge +1. Source: the OMol25 dataset; level of theory: ωB97M-V/def2-TZVPD.

XYZ file:
```
47
Properties=species:S:1:pos:R:3
C 1.740 1.096 3.433
C 2.331 0.931 2.043
O 1.795 1.906 1.127
C 0.628 1.674 0.591
O -0.051 0.684 0.774
C 0.170 2.805 -0.326
C -0.780 3.741 0.437
C -2.077 3.018 0.791
C -2.714 2.405 -0.450
N -1.762 1.483 -1.106
C -2.365 0.689 -2.201
C -1.678 -0.664 -2.320
S -1.876 -1.545 -0.710
C -0.241 -2.176 -0.400
C 0.180 -2.234 0.920
C 1.434 -2.734 1.214
C 2.283 -3.180 0.206
C 3.633 -3.736 0.526
C 1.832 -3.130 -1.108
C 0.574 -2.646 -1.417
C -0.555 2.220 -1.540
H 2.228 0.405 4.113
H 0.674 0.879 3.424
H 1.895 2.110 3.794
H 2.123 -0.069 1.649
H 3.405 1.121 2.044
H 1.051 3.361 -0.652
H -0.294 4.105 1.342
H -0.997 4.606 -0.193
H -2.779 3.719 1.240
H -1.882 2.231 1.521
H -3.605 1.842 -0.169
H -2.995 3.180 -1.167
H -1.418 0.797 -0.369
H -3.418 0.522 -1.968
H -2.299 1.249 -3.137
H -0.613 -0.570 -2.527
H -2.148 -1.249 -3.109
H -0.474 -1.888 1.705
H 1.757 -2.783 2.244
H 4.352 -3.489 -0.252
H 3.576 -4.822 0.593
H 3.997 -3.360 1.480
H 2.467 -3.491 -1.904
H 0.236 -2.653 -2.443
H 0.105 1.535 -2.076
H -0.857 3.022 -2.219
```

Output
Molar mass = 308.47 g/mol
SMILES string = CCOC(=O)[C@@H]1CCC[N@@H+](CCSc2ccc(C)cc2)C1
Total charge = +1

#x
The ion C17H26NO2S with charge +1. Source: the OMol25 dataset; level of theory: ωB97M-V/def2-TZVPD.

XYZ file:
```
47
Properties=species:S:1:pos:R:3
C -6.473 -1.630 0.798
C -6.180 -0.487 -0.158
O -5.129 0.355 0.356
C -3.893 0.063 0.079
O -3.519 -0.877 -0.604
C -2.909 1.066 0.674
C -2.650 2.196 -0.336
C -1.932 1.658 -1.570
C -0.668 0.906 -1.174
N -1.010 -0.189 -0.234
C 0.081 -1.172 -0.008
C 1.095 -0.795 1.067
S 1.925 0.829 0.810
C 3.589 0.348 0.402
C 3.848 -0.644 -0.529
C 5.159 -0.978 -0.813
C 6.218 -0.320 -0.200
C 7.636 -0.667 -0.523
C 5.933 0.689 0.716
C 4.629 1.023 1.023
C -1.587 0.371 1.009
H -7.318 -2.201 0.424
H -6.719 -1.245 1.784
H -5.614 -2.293 0.878
H -7.041 0.175 -0.258
H -5.880 -0.867 -1.139
H -3.352 1.483 1.581
H -3.593 2.662 -0.621
H -2.034 2.956 0.147
H -1.658 2.485 -2.225
H -2.593 0.997 -2.135
H -0.198 0.475 -2.059
H 0.047 1.572 -0.687
H -1.837 -0.699 -0.651
H -0.379 -2.121 0.283
H 0.589 -1.319 -0.964
H 1.877 -1.551 1.089
H 0.631 -0.752 2.051
H 3.042 -1.159 -1.031
H 5.358 -1.759 -1.532
H 8.083 0.123 -1.126
H 7.696 -1.598 -1.080
H 8.224 -0.760 0.387
H 6.742 1.213 1.200
H 4.411 1.800 1.739
H -1.759 -0.446 1.714
H -0.884 1.084 1.444
```

Output
Molar mass = 308.47 g/mol
SMILES string = CCOC(=O)[C@@H]1CCC[N@@H+](CCSc2ccc(C)cc2)C1
Total charge = +1

In order of decreasing stability: #w, #x.

#w
A cluster of 2 separate species, C3H10N3S in total. Source: the OMol25 dataset; level of theory: ωB97M-V/def2-TZVPD.

XYZ file:
```
17
Properties=species:S:1:pos:R:3
C 0.528 -0.119 -1.293
C -1.020 -0.474 2.027
C -0.544 0.355 0.855
N 0.597 -0.999 -2.291
N 0.768 1.144 -1.634
N -0.139 -0.474 -0.200
S 0.486 1.791 1.441
H -1.361 0.372 2.705
H -1.781 -1.164 1.839
H -0.204 -1.071 2.561
H -1.867 1.009 0.238
H 1.129 -0.868 -3.125
H 0.508 -1.964 -2.029
H 1.298 1.337 -2.496
H 0.824 1.807 -0.960
H -0.233 -1.444 0.110
H 1.008 0.762 2.252
```

Output
Molar mass = 120.20 g/mol
Total charge = +1

#x
A cluster of 2 separate species, C3H10N3S in total. Source: the OMol25 dataset; level of theory: ωB97M-V/def2-TZVPD.

XYZ file:
```
17
Properties=species:S:1:pos:R:3
C -1.603 -1.759 0.531
C -2.102 -0.442 1.161
C -1.289 -1.450 -0.945
N -1.229 -0.329 -1.476
N -0.333 1.607 0.275
N 1.934 1.570 -1.161
S -1.756 0.892 -0.084
H -0.654 -2.109 1.103
H -2.424 -2.485 0.558
H -3.136 -0.504 1.235
H -1.582 -0.020 2.050
H -0.895 -2.277 -1.504
H -0.438 2.524 0.653
H 0.626 1.346 -0.137
H 2.646 0.980 -0.675
H 2.345 2.557 -1.100
H 2.002 1.131 -2.061
```

Output
Molar mass = 120.20 g/mol
Total charge = +1

#y
A cluster of 2 separate species, C3H10N3S in total. Source: the OMol25 dataset; level of theory: ωB97M-V/def2-TZVPD.

XYZ file:
```
17
Properties=species:S:1:pos:R:3
C -1.190 -0.976 -0.036
C 1.367 1.736 -0.152
C 0.677 0.482 -0.507
N -2.390 -1.058 0.540
N -0.738 -1.914 -0.860
N -0.430 0.112 0.202
S 2.726 -1.243 0.230
H 2.365 1.743 -0.581
H 0.830 2.597 -0.562
H 1.444 1.867 0.926
H 0.784 0.082 -1.501
H -3.005 -1.837 0.366
H -2.760 -0.296 1.084
H -1.295 -2.726 -1.075
H 0.256 -1.975 -1.040
H -0.669 0.698 0.997
H 2.677 -0.977 1.529
```

Output
Molar mass = 120.20 g/mol
Total charge = +1

In order of decreasing stability: #y, #w, #x.

#w
A structure of composition C7H7N2. Source: the OMol25 dataset; level of theory: ωB97M-V/def2-TZVPD.

XYZ file:
```
16
Properties=species:S:1:pos:R:3
C -2.369 0.082 -0.457
C -1.842 1.196 0.184
C -1.692 -1.169 -0.488
C -0.552 1.174 0.719
C -0.378 -1.176 -0.069
C 0.182 0.010 0.511
C 3.330 0.697 -0.639
N 1.016 -1.728 0.304
N 1.394 -0.545 0.806
H -3.335 -0.031 -0.867
H -2.599 1.909 0.270
H -2.111 -2.159 -0.804
H -0.065 2.026 1.233
H 4.293 0.472 -0.260
H 3.127 1.639 -0.275
H 1.601 -2.399 -0.166
```

Output
Molar mass = 119.15 g/mol
Total charge = +1

#x
The ion C7H7N2 with charge +1. Source: the OMol25 dataset; level of theory: ωB97M-V/def2-TZVPD.

XYZ file:
```
16
Properties=species:S:1:pos:R:3
C 2.640 1.117 -0.009
N 1.853 0.137 -0.010
C 1.583 -1.107 0.072
C 0.256 -1.542 -0.168
C -0.624 -0.582 0.136
N -0.256 0.731 0.221
C -1.426 1.386 0.085
C -2.562 0.425 -0.205
C -2.054 -0.777 0.089
H 3.234 1.350 -0.913
H 2.537 1.800 0.838
H 2.322 -1.785 0.529
H -0.040 -2.527 -0.298
H -1.402 2.381 -0.062
H -3.514 0.748 -0.497
H -2.548 -1.755 0.190
```

Output
Molar mass = 119.15 g/mol
SMILES string = C=N/C=C\C1=[N+]=CC=C1
Total charge = +1

In order of decreasing stability: #x, #w.